1.
Formula: C33H77N3O7
Source: the Open Molecules 2025 dataset
Level of theory: ωB97M-V with the def2-TZVPD basis set

Relative energy (zero: lowest compared OMol25 entry of this formula, charge and spin): 93.91 kcal per mole
HOMO energy: -8.13 eV
SMILES: CC1(C)CCCC(C)(C)N1O.CC1(C)CCCC(C)(C)N1O.CC1(C)CCCC(C)(C)N1O.CC(C)O.CC(C)O.O.O
Net charge: 0
Orbital gap: 8.4331 eV
Electronic energy: -54266.041 eV

XYZ file:
```
120
Properties=species:S:1:pos:R:3:mulliken_charge:R:1
C 7.1960 13.3775 -1.9354 -1.80
C 6.9566 12.0463 -1.1254 1.82
C 7.9456 10.9787 -1.5623 -1.82
C 7.4332 12.3385 0.3318 -1.47
C 7.0784 11.2408 1.3768 -0.69
C 5.5599 10.9839 1.2811 -1.17
C 5.1174 10.5316 -0.1500 1.42
C 5.5960 9.0440 -0.3159 -1.68
C 3.5665 10.5016 -0.0358 -1.80
N 5.5464 11.4846 -1.1930 0.06
O 5.1450 11.0766 -2.5110 -0.43
H 7.4455 13.1633 -2.9746 0.38
H 6.2614 13.9384 -1.9420 0.45
H 7.9477 14.0029 -1.4538 0.35
H 8.9565 11.3764 -1.6522 0.45
H 8.1604 10.2328 -0.7970 0.32
H 7.6396 10.5327 -2.5086 0.40
H 8.4967 12.5751 0.3626 0.46
H 6.9079 13.2476 0.6247 0.45
H 7.6714 10.3325 1.2699 0.33
H 7.3550 11.6726 2.3386 0.39
H 5.0690 11.9053 1.5943 0.43
H 5.3931 10.2969 2.1107 0.42
H 6.6725 8.9221 -0.1960 0.31
H 5.2654 8.6965 -1.2947 0.48
H 5.1611 8.4179 0.4632 0.41
H 3.3296 11.5400 0.1962 0.46
H 3.2463 9.9181 0.8273 0.36
H 3.0653 10.1591 -0.9411 0.35
H 5.5992 10.2323 -2.5590 0.37
C 1.1414 -5.0092 -9.0832 -1.71
C 2.3414 -5.3656 -8.1347 1.44
C 2.9839 -6.6958 -8.5152 -1.89
C 3.3493 -4.1887 -8.3269 -1.25
C 3.0352 -2.8126 -7.6862 -0.68
C 2.7230 -3.0661 -6.2662 -1.13
C 1.6032 -4.1273 -5.8957 1.72
C 1.7425 -4.4313 -4.4330 -2.05
C 0.1479 -3.5749 -6.1730 -1.67
N 1.8469 -5.3226 -6.7377 0.16
O 0.9025 -6.3022 -6.5431 -0.45
H 1.3357 -5.1425 -10.1474 0.47
H 0.3496 -5.7288 -8.8747 0.44
H 0.7116 -4.0117 -8.9917 0.31
H 3.3390 -6.6967 -9.5457 0.37
H 3.7527 -7.0579 -7.8325 0.42
H 2.1546 -7.4017 -8.4708 0.40
H 4.2836 -4.5939 -7.9383 0.36
H 3.3352 -4.0609 -9.4093 0.48
H 3.8701 -2.1519 -7.9197 0.36
H 2.2318 -2.3572 -8.2652 0.33
H 2.2712 -2.1400 -5.9108 0.45
H 3.6449 -3.1670 -5.6935 0.38
H 2.6837 -4.9240 -4.1890 0.47
H 1.0436 -5.1280 -3.9702 0.39
H 1.7793 -3.5873 -3.7442 0.38
H 0.1421 -3.1359 -7.1707 0.34
H -0.1002 -2.8033 -5.4441 0.45
H -0.6042 -4.3584 -6.0805 0.37
H 0.1811 -6.0924 -7.1408 0.32
C -3.4037 -7.9675 2.5823 -1.44
C -2.5070 -8.8961 3.5105 1.40
C -1.6685 -9.8099 2.5967 -1.81
C -1.4440 -8.0122 4.2033 -1.45
C -1.9321 -7.2349 5.4648 -0.73
C -2.8118 -8.1381 6.2654 -1.30
C -3.9303 -9.0162 5.6404 1.63
C -4.2489 -10.0739 6.7284 -1.80
C -5.1777 -8.1383 5.3810 -1.57
N -3.2767 -9.6968 4.4812 0.16
O -3.9592 -10.7538 3.9143 -0.44
H -4.3993 -8.4030 2.4985 0.22
H -3.4623 -6.9612 2.9972 0.36
H -2.9224 -7.8110 1.6169 0.43
H -2.3662 -10.3095 1.9245 0.40
H -0.9788 -9.2098 2.0032 0.41
H -1.1006 -10.6034 3.0824 0.43
H -0.7037 -8.6966 4.6177 0.46
H -0.8716 -7.3549 3.5488 0.38
H -1.1363 -6.8921 6.1262 0.42
H -2.6089 -6.4399 5.1518 0.30
H -3.2314 -7.6141 7.1242 0.47
H -2.0354 -8.8371 6.5764 0.42
H -4.9778 -10.8414 6.4682 0.38
H -4.5983 -9.5539 7.6204 0.39
H -3.3812 -10.6439 7.0604 0.41
H -4.9674 -7.3269 4.6843 0.33
H -5.5121 -7.6164 6.2776 0.37
H -6.0143 -8.7710 5.0844 0.39
H -4.5823 -10.3563 3.3016 0.36
C -0.4936 1.2240 1.1268 -1.22
C -1.9951 1.1136 1.5346 0.47
C -2.6438 -0.0823 0.8110 -1.29
O -1.9574 0.7966 2.9057 -0.53
H -0.0544 2.0859 1.6293 0.31
H -0.3877 1.4439 0.0645 0.37
H 0.0445 0.3100 1.3778 0.33
H -2.5476 2.0011 1.2261 0.20
H -3.6161 -0.3764 1.2061 0.38
H -2.0138 -0.9642 0.9267 0.34
H -2.7152 0.1989 -0.2397 0.33
H -2.7669 0.3774 3.2067 0.32
C -9.8622 3.3405 1.7031 -1.10
C -8.7981 4.2338 2.3929 0.52
C -9.2503 5.6718 2.5292 -1.33
O -8.6516 3.7153 3.7686 -0.55
H -10.8663 3.7642 1.6904 0.29
H -9.9291 2.4170 2.2782 0.33
H -9.4811 3.1157 0.7069 0.29
H -7.8909 4.2097 1.7892 0.21
H -9.5664 6.0601 1.5610 0.36
H -8.4111 6.1925 2.9905 0.38
H -10.1735 5.7828 3.0979 0.32
H -7.9911 4.2664 4.1948 0.30
O -5.2963 -1.9290 7.0518 -0.64
H -5.6223 -2.5454 6.3961 0.32
H -5.8890 -2.0346 7.7960 0.32
O -0.6919 3.1370 7.6143 -0.64
H -0.2936 2.4806 8.1859 0.32
H -0.9849 2.6427 6.8488 0.32
```

---

2.
Formula: C33H78N2O7
Source: the Open Molecules 2025 dataset
Level of theory: ωB97M-V with the def2-TZVPD basis set

Relative energy (zero: lowest compared OMol25 entry of this formula, charge and spin): 133.66 kcal per mole
HOMO energy: -7.95 eV
SMILES: CC1(C)CCCC(C)(C)N1O.CC1(C)CCCC(C)(C)N1O.CC(C)O.CC(C)O.CC(C)O.CC(C)O.CC(C)O
Net charge: 0
Orbital gap: 8.4418 eV
Electronic energy: -52791.444 eV

XYZ file:
```
120
Properties=species:S:1:pos:R:3:mulliken_charge:R:1
C 2.2848 2.2547 2.0990 -1.62
C 1.6635 3.5298 1.5155 1.72
C 0.2103 3.1969 1.0933 -1.94
C 1.4646 4.6081 2.6826 -1.28
C 2.6403 5.6032 2.8630 -0.85
C 3.1282 6.1236 1.5314 -1.36
C 3.5085 5.0801 0.4905 1.54
C 3.8743 5.8917 -0.7778 -1.96
C 4.8106 4.3077 1.0172 -1.42
N 2.3980 4.1846 0.3407 0.10
O 2.5389 3.3188 -0.7253 -0.30
H 2.8295 2.4406 3.0247 0.52
H 1.5668 1.5363 2.4946 0.55
H 2.7775 1.7218 1.2858 -0.08
H 0.0652 2.5132 0.2568 0.24
H -0.2688 2.8731 2.0172 0.41
H -0.2249 4.1658 0.8484 0.53
H 0.6001 5.2539 2.5288 0.45
H 1.3298 4.1248 3.6502 0.42
H 2.2881 6.4227 3.4895 0.47
H 3.5009 5.1870 3.3866 0.32
H 3.9692 6.7374 1.8541 0.42
H 2.4188 6.8365 1.1112 0.44
H 4.7896 6.4528 -0.5892 0.38
H 3.1855 6.6672 -1.1129 0.38
H 4.1262 5.1620 -1.5473 0.49
H 4.3755 3.7122 1.8198 0.37
H 5.7670 4.7582 1.2824 0.31
H 4.8754 3.5649 0.2222 0.34
H 2.1828 3.8767 -1.4207 0.32
C 5.4240 -0.5713 -2.9213 -1.83
C 5.6469 -1.6029 -1.8378 1.79
C 6.9550 -2.4193 -1.9970 -1.95
C 5.6366 -0.8825 -0.4610 -1.83
C 4.3845 -0.1730 -0.0472 0.14
C 3.3904 -1.2840 0.0094 -1.35
C 3.1767 -1.9768 -1.4227 1.72
C 2.3818 -3.2072 -1.0275 -2.05
C 2.3516 -1.1555 -2.4449 -1.28
N 4.5340 -2.4508 -1.7859 0.38
O 4.4521 -3.3005 -2.8010 -0.48
H 4.7318 0.2325 -2.6706 0.24
H 6.4109 -0.2237 -3.2268 0.46
H 5.0352 -0.9952 -3.8472 0.37
H 7.7172 -1.6488 -1.8810 0.43
H 6.9696 -3.1571 -1.1947 0.44
H 6.9954 -2.8778 -2.9851 0.41
H 6.0189 -1.5158 0.3395 0.31
H 6.3653 -0.0723 -0.4859 0.49
H 4.6440 0.2503 0.9231 0.52
H 3.9153 0.6485 -0.5885 0.00
H 2.4247 -1.0369 0.4506 0.34
H 3.8624 -2.0036 0.6783 0.50
H 2.9178 -3.7323 -0.2369 0.51
H 2.0878 -3.9855 -1.7316 0.40
H 1.3964 -2.9568 -0.6345 0.34
H 2.3621 -0.0853 -2.2385 0.02
H 1.3817 -1.6297 -2.5949 0.20
H 2.8875 -1.2949 -3.3838 0.44
H 4.7675 -4.1034 -2.3798 0.38
C -2.0173 -4.6778 -2.6527 -1.45
C -3.2482 -4.4747 -1.7167 1.83
C -4.5753 -4.0310 -2.4067 -1.07
O -3.5678 -5.7604 -1.1637 -0.64
H -1.1832 -5.1691 -2.1517 0.33
H -1.5700 -3.8473 -3.1987 0.21
H -2.4176 -5.2606 -3.4823 0.36
H -2.9867 -3.7796 -0.9188 -0.51
H -5.4217 -4.0701 -1.7209 0.32
H -4.8192 -4.6602 -3.2626 0.51
H -4.5546 -3.0497 -2.8807 0.03
H -4.1816 -6.3514 -1.6060 0.35
C -3.9988 -3.1008 2.8133 -1.11
C -5.5498 -3.1478 2.6194 0.33
C -5.8987 -2.5148 1.2670 -0.63
O -5.9713 -4.4755 2.5938 -0.59
H -3.3898 -3.1817 1.9128 0.16
H -3.7436 -3.9344 3.4675 0.48
H -3.7656 -2.2243 3.4177 0.22
H -6.0572 -2.6274 3.4318 0.31
H -5.4732 -1.5121 1.3078 0.18
H -6.9741 -2.3497 1.2011 0.44
H -5.4113 -3.0358 0.4429 -0.06
H -5.3695 -5.0594 2.1263 0.34
C -2.8505 -0.2000 0.9392 -0.84
C -2.3383 -0.1798 -0.5576 0.46
C -0.9465 -0.6725 -0.7365 -0.98
O -3.2131 -1.1199 -1.2446 -0.32
H -3.6825 0.5041 0.9307 0.43
H -2.0271 -0.0371 1.6346 0.43
H -3.1743 -1.1701 1.3163 -0.55
H -2.4606 0.8083 -1.0013 0.62
H -0.8575 -1.6853 -1.1294 -0.04
H -0.4997 -0.6764 0.2578 0.44
H -0.2099 -0.0411 -1.2333 0.27
H -2.9900 -2.0147 -0.9777 -0.25
C -1.2453 -0.1639 -5.1544 -1.33
C -2.3149 -0.9970 -4.5472 1.65
C -3.5251 -0.1278 -4.1728 -1.47
O -2.5465 -1.9745 -5.5013 -0.57
H -0.4380 -0.7755 -5.5573 0.38
H -0.7567 0.3647 -4.3359 0.27
H -1.6218 0.5771 -5.8595 0.33
H -2.0286 -1.4866 -3.6164 -0.61
H -3.4167 0.5393 -3.3176 0.23
H -4.4429 -0.5926 -3.8127 0.32
H -3.7477 0.3719 -5.1156 0.48
H -3.3259 -1.8339 -6.0440 0.33
C -4.4473 2.1515 6.8336 -1.34
C -4.7314 2.1471 5.2785 0.61
C -3.6558 1.6271 4.3966 -1.07
O -5.8761 1.2449 5.2426 -0.55
H -4.3018 3.1521 7.2407 0.30
H -3.5247 1.6297 7.0876 0.35
H -5.1568 1.6495 7.4914 0.40
H -5.1495 3.0501 4.8338 0.30
H -2.8780 2.3794 4.2659 0.29
H -4.2283 1.3400 3.5146 0.17
H -3.1780 0.7232 4.7741 0.28
H -5.9676 0.8894 6.1296 0.27
```

---

Largest force on an atom, record by record: 0.068; 0.081 Eh/bohr